1.
Entry from OMol25: one molecule with the formula C16H22N4O2 (ωB97M-V/def2-TZVPD).

ORCA input file:
```
! wB97M-V def2-TZVPD RIJCOSX def2/J DEFGRID3
* xyz 0 1
C 4.332 1.551 -1.476
O 4.018 0.192 -1.318
C 2.874 -0.133 -0.649
C 1.992 0.770 -0.088
C 0.841 0.359 0.583
C -0.070 1.413 1.157
C -1.395 1.476 0.439
C -1.545 1.086 -0.878
N -2.701 1.106 -1.528
C -3.754 1.537 -0.837
N -4.941 1.605 -1.492
N -3.738 1.960 0.426
C -2.571 1.942 1.061
N -2.598 2.339 2.369
C 0.562 -0.998 0.690
C -0.673 -1.526 1.386
C -1.579 -2.264 0.397
C -0.295 -2.432 2.561
C 1.453 -1.910 0.125
C 2.597 -1.510 -0.537
O 3.509 -2.348 -1.110
C 3.280 -3.731 -1.038
H 5.264 1.574 -2.040
H 4.484 2.047 -0.510
H 3.558 2.084 -2.038
H 2.186 1.828 -0.167
H 0.423 2.389 1.088
H -0.241 1.206 2.218
H -0.698 0.726 -1.448
H -5.769 1.722 -0.937
H -5.005 1.114 -2.366
H -1.753 2.705 2.772
H -3.456 2.784 2.652
H -1.248 -0.688 1.785
H -1.075 -3.129 -0.027
H -1.865 -1.600 -0.415
H -2.482 -2.605 0.900
H -1.189 -2.730 3.106
H 0.369 -1.908 3.245
H 0.209 -3.332 2.218
H 1.232 -2.962 0.210
H 2.347 -4.014 -1.538
H 3.257 -4.084 0.000
H 4.118 -4.196 -1.555
*
```

Computed properties:
* orbital gap: 8.497 eV
* energy relative to the best compared isomer or geometry (same formula, charge and spin): 6.85 kcal/mol
* SMILES string: COc1cc(Cc2cnc(N)nc2N)c(C(C)C)cc1OC
* LUMO energy: 0.8 eV

***

2.
Entry from OMol25: one molecule with the formula C2H2N4O in a non-equilibrium geometry (ωB97M-V/def2-TZVPD).

ORCA input file:
```
! wB97M-V def2-TZVPD RIJCOSX def2/J DEFGRID3
* xyz 0 1
N -2.596 1.121 -1.132
C -1.945 0.434 -0.455
N -1.343 -0.362 0.437
C -0.023 -0.372 0.403
N 0.789 0.299 -0.469
N 0.809 -1.129 1.339
O 2.045 -1.203 1.213
H 1.771 0.243 -0.170
H 0.493 0.969 -1.166
*
```

Computed properties:
* orbital gap (spin up / spin down): 7.916 / 7.892 eV
* energy relative to the best compared isomer or geometry (same formula, charge and spin): 38.13 kcal/mol
* SMILES string: N#C/N=C(\N)N=O
* LUMO energy (spin up / spin down): -2.6 / -2.6 eV

***

3.
Entry from OMol25: C30H37N6O2PRuS as an isolated structure in a non-equilibrium geometry (ωB97M-V/def2-TZVPD).

ORCA input file:
```
! wB97M-V def2-TZVPD RIJCOSX def2/J DEFGRID3
* xyz -1 2
Ru -0.625 -1.090 -0.306
O -2.039 -1.933 1.387
C -3.247 -1.545 1.330
C -3.926 -1.127 2.515
C -5.203 -0.633 2.496
C -5.911 -0.542 1.297
C -5.325 -0.998 0.138
C -4.031 -1.529 0.118
C -3.483 -2.028 -1.103
N -2.268 -2.435 -1.210
C -1.744 -2.970 -2.433
C -0.541 -3.846 -2.065
N 0.404 -3.087 -1.290
C 1.639 -3.423 -1.313
C 2.711 -2.862 -0.551
C 3.994 -3.387 -0.768
C 5.109 -2.927 -0.111
C 4.966 -1.864 0.785
C 3.734 -1.328 1.032
C 2.532 -1.819 0.428
O 1.424 -1.330 0.792
H -3.383 -1.195 3.451
H -5.664 -0.303 3.420
H -6.903 -0.113 1.289
H -5.870 -0.935 -0.797
H -4.156 -2.047 -1.975
H -1.406 -2.145 -3.082
H -2.498 -3.564 -2.974
H -0.084 -4.285 -2.970
H -0.911 -4.665 -1.435
H 1.951 -4.241 -1.991
H 4.100 -4.184 -1.498
H 6.076 -3.381 -0.275
H 5.839 -1.469 1.290
H 3.615 -0.511 1.731
C -2.005 1.628 1.566
N -0.808 0.788 1.533
C -0.557 0.272 2.877
N -0.382 1.355 3.847
C -1.585 2.178 3.826
N -1.854 2.738 2.507
C -0.696 3.527 2.104
N 0.528 2.737 2.078
C 0.323 1.630 1.145
C 0.739 2.176 3.406
H -2.871 1.032 1.869
H -2.189 2.029 0.564
H 0.343 -0.347 2.851
H -1.400 -0.347 3.187
H -1.462 3.004 4.537
H -2.440 1.566 4.132
H -0.571 4.355 2.812
H -0.878 3.933 1.105
H 1.225 1.013 1.115
H 0.124 2.046 0.153
H 0.882 3.001 4.115
H 1.640 1.557 3.388
C 3.217 -0.409 -2.617
P 1.413 -0.088 -2.237
C 0.825 -0.233 -3.986
C 1.563 1.720 -2.035
C 0.677 2.629 -2.605
C 0.774 3.977 -2.310
C 1.746 4.439 -1.439
C 2.629 3.539 -0.867
C 2.536 2.193 -1.159
H 3.813 -0.380 -1.708
H 3.593 0.331 -3.324
H 3.310 -1.406 -3.044
H 1.377 0.444 -4.639
H -0.239 -0.005 -4.028
H 0.979 -1.262 -4.312
H -0.116 2.272 -3.241
H 0.068 4.665 -2.754
H 1.808 5.492 -1.200
H 3.390 3.888 -0.184
H 3.200 1.492 -0.677
S -1.549 0.567 -1.704
*
```

Computed properties:
* expectation value of S²: 0.935
* orbital gap (spin up / spin down): 6.237 / 6.490 eV
* energy relative to the best compared isomer or geometry (same formula, charge and spin): 47.34 kcal/mol
* LUMO energy (spin up / spin down): 2.5 / 2.8 eV